*P*
A molecular structure, C3H4Br2S. Source: OMol25; level of theory: ωB97M-V with the def2-TZVPD basis set.

Geometry (Å):
C (-0.451, 0.436, -0.184)
C (0.758, 1.500, 0.094)
C (-0.589, -0.785, 0.530)
S (-0.532, -2.307, -0.512)
Br (0.815, 3.068, -0.860)
Br (2.207, 1.131, 1.128)
H (-1.077, 0.897, -0.979)
H (-1.519, -0.853, 1.176)
H (0.304, -1.164, 1.156)
H (0.084, -1.923, -1.549)

Output
* highest occupied orbital energy: -8.42 eV

*Q*
A molecular structure, C3H4Br2S. Source: OMol25; level of theory: ωB97M-V with the def2-TZVPD basis set.

Geometry (Å):
C (-0.699, 0.626, 0.078)
C (-1.837, 0.043, -0.141)
C (1.214, -0.594, 0.251)
S (2.446, 0.613, 0.234)
Br (-3.444, 1.122, -0.170)
Br (-2.337, -1.804, 0.023)
H (-0.269, 1.603, 0.179)
H (1.375, -1.344, -0.489)
H (0.962, -0.739, 1.239)
H (2.589, 0.473, -1.203)

Output
* highest occupied orbital energy: -8.58 eV

The least stable of the structures above is *Q*, whereas *P* is the most stable.